[1]
Molecular formula: C3H5N3O
Method: DFT, wB97M-V/def2-TZVPD

SMILES: Nc1conc1N
Energy above the lowest of the compared OMol25 structures with the same formula, charge and spin (eV): 3.048

Positions of all 12 atoms, in Å:
O  1.43  -1.62  0.32
N  -1.87  -0.47  0.31
N  0.06  -1.86  0.41
N  0.04  1.68  -0.29
C  1.64  -0.31  0.08
C  0.46  0.35  0.02
C  -0.51  -0.69  0.24
H  -2.18  0.26  -0.32
H  -0.16  1.66  0.83
H  2.68  -0.01  0.02
H  -2.44  -1.30  0.27
H  0.85  2.31  -0.38


[2]
Molecular formula: C5H10O2
Method: DFT, wB97M-V/def2-TZVPD

SMILES: C=COC.CC=O
Energy above the lowest of the compared OMol25 structures with the same formula, charge and spin (eV): 2.961

Positions of all 17 atoms, in Å:
O  1.25  0.16  -1.26
O  -1.87  -1.72  0.36
C  -1.86  -0.66  -0.21
C  1.83  1.17  -0.46
C  0.76  -0.92  -0.60
C  -1.82  0.68  0.48
C  0.99  -1.24  0.67
H  0.32  -1.89  1.21
H  0.14  -1.51  -1.26
H  1.81  2.08  -1.06
H  1.80  -0.83  1.23
H  1.26  1.33  0.46
H  2.87  0.91  -0.20
H  -2.86  0.98  0.63
H  -1.95  -0.61  -1.31
H  -1.34  1.45  -0.13
H  -1.34  0.61  1.46


[3]
Molecular formula: C66H198N33O11P11
Method: DFT, wB97M-V/def2-TZVPD

SMILES: CN(C)P(=O)(N(C)C)N(C)C.CN(C)P(=O)(N(C)C)N(C)C.CN(C)P(=O)(N(C)C)N(C)C.CN(C)P(=O)(N(C)C)N(C)C.CN(C)P(=O)(N(C)C)N(C)C.CN(C)P(=O)(N(C)C)N(C)C.CN(C)P(=O)(N(C)C)N(C)C.CN(C)P(=O)(N(C)C)N(C)C.CN(C)P(=O)(N(C)C)N(C)C.CN(C)P(=O)(N(C)C)N(C)C.CN(C)P(=O)(N(C)C)N(C)C
Energy above the lowest of the compared OMol25 structures with the same formula, charge and spin (eV): 11.867

Positions of all 319 atoms, in Å:
P  20.52  -11.79  0.49
P  18.42  -16.77  4.91
P  30.08  -17.73  -3.00
P  22.11  -18.16  -5.82
P  12.22  -13.16  5.01
P  16.13  -6.91  -4.76
P  11.68  -7.11  1.02
P  24.79  -15.38  3.73
P  17.01  -8.27  5.31
P  14.09  -13.38  -2.20
P  27.41  -10.30  -0.17
O  27.82  -10.77  1.20
O  14.91  -12.20  -1.86
O  18.01  -8.77  6.30
O  18.53  -15.32  4.43
O  11.63  -11.90  4.55
O  31.11  -17.34  -2.01
O  15.67  -5.46  -5.00
O  10.29  -7.02  1.39
O  23.11  -17.70  -6.81
O  23.81  -15.00  2.71
O  21.25  -10.61  -0.09
N  17.96  -17.11  6.57
N  12.40  -8.70  1.00
N  28.65  -16.82  -2.75
N  19.78  -17.64  4.60
N  15.81  -7.28  6.08
N  28.07  -8.71  -0.59
N  26.29  -14.55  3.69
N  20.72  -12.03  2.13
N  11.23  -14.52  4.59
N  16.46  -7.14  -3.04
N  17.52  -7.47  -5.52
N  30.39  -17.37  -4.63
N  21.29  -13.21  -0.18
N  13.76  -13.55  4.34
N  12.52  -13.26  6.69
N  25.73  -10.07  -0.38
N  17.59  -7.30  3.98
N  27.86  -11.33  -1.46
N  25.11  -17.09  3.78
N  22.44  -17.69  -4.16
N  12.46  -13.24  -1.71
N  14.90  -8.10  -4.97
N  11.80  -6.61  -0.71
N  16.03  -9.41  4.49
N  21.79  -19.83  -5.88
N  17.15  -17.62  4.14
N  14.74  -14.80  -1.38
N  24.22  -14.95  5.30
N  18.84  -11.89  0.11
N  29.50  -19.37  -2.85
N  12.71  -6.01  1.96
N  20.59  -17.46  -6.15
N  14.10  -13.78  -3.96
C  15.06  -13.80  5.06
C  16.17  -6.11  6.91
C  21.31  -11.04  2.93
C  11.45  -7.47  -1.84
C  19.54  -17.12  -5.19
C  17.49  -15.94  7.39
C  20.88  -17.70  5.67
C  16.33  -6.07  -2.12
C  11.48  -5.22  -1.13
C  20.64  -14.52  -0.11
C  18.07  -18.40  7.22
C  15.39  -14.58  -0.05
C  15.22  -9.49  -5.10
C  31.57  -16.57  -5.04
C  15.53  -9.32  3.10
C  15.34  -14.16  -4.60
C  20.50  -20.44  -5.93
C  13.09  -13.22  -4.94
C  14.74  -16.15  -1.85
C  20.22  -13.14  2.85
C  28.82  -19.64  -1.54
C  17.75  -11.22  0.82
C  16.91  -8.40  -2.34
C  26.52  -13.21  3.01
C  30.32  -20.51  -3.33
C  13.07  -14.56  7.27
C  18.38  -12.16  -1.20
C  13.57  -7.69  -4.61
C  14.05  -13.16  2.96
C  25.69  -17.73  2.62
C  22.77  -13.27  -0.26
C  28.68  -15.56  -2.10
C  29.36  -11.45  -1.49
C  23.52  -13.71  5.46
C  18.80  -7.46  -4.92
C  27.21  -12.64  -1.60
C  22.85  -20.73  -6.17
C  11.39  -14.18  -2.00
C  14.06  -5.65  1.41
C  9.73  -14.44  4.60
C  13.60  -9.17  0.31
C  16.37  -16.88  3.11
C  12.06  -12.07  -0.91
C  16.07  -10.69  5.08
C  24.93  -15.28  6.63
C  24.89  -10.11  0.85
C  18.79  -7.82  3.25
C  24.98  -9.78  -1.65
C  27.27  -17.31  -3.24
C  27.79  -8.21  -1.88
C  17.72  -7.23  -6.98
C  11.53  -9.80  1.53
C  14.52  -7.83  6.58
C  11.79  -15.90  4.44
C  29.51  -17.96  -5.67
C  24.24  -17.92  4.53
C  27.53  -15.00  4.40
C  17.17  -5.95  3.70
C  20.10  -18.01  3.33
C  28.41  -7.74  0.45
C  23.64  -16.81  -4.04
C  20.31  -17.09  -7.60
C  12.71  -12.00  7.49
C  12.12  -4.83  2.70
C  22.13  -18.62  -3.08
C  16.80  -18.99  4.19
H  26.46  -12.44  3.78
H  11.96  -11.15  -1.49
H  17.64  -10.22  0.40
H  20.01  -19.09  3.23
H  11.08  -4.73  2.36
H  27.48  -12.97  2.57
H  11.30  -10.54  0.77
H  17.28  -9.09  -3.10
H  16.46  -14.60  -0.28
H  30.69  -21.01  -2.44
H  13.38  -9.14  -0.75
H  28.10  -14.17  4.82
H  16.92  -16.37  2.33
H  17.76  -19.44  4.43
H  14.15  -12.07  2.91
H  23.81  -16.06  -4.82
H  25.71  -12.97  2.32
H  16.80  -7.19  -7.56
H  12.83  -14.64  8.33
H  12.15  -11.21  6.98
H  29.83  -11.64  -2.46
H  15.29  -8.29  2.84
H  14.39  -8.46  0.60
H  12.96  -7.11  -5.30
H  29.71  -21.13  -4.00
H  19.64  -19.78  -6.04
H  11.85  -14.97  -2.60
H  22.00  -11.28  3.74
H  16.72  -11.40  4.58
H  26.73  -7.92  -1.87
H  18.28  -18.46  8.29
H  27.78  -15.39  -1.52
H  24.99  -14.41  7.28
H  16.11  -8.92  -1.81
H  13.85  -10.17  0.65
H  15.94  -13.64  4.44
H  9.44  -13.59  3.98
H  25.83  -18.78  2.86
H  12.80  -11.85  -0.14
H  15.07  -14.71  -5.50
H  13.44  -12.42  -5.60
H  18.07  -11.46  1.84
H  15.35  -5.39  6.94
H  12.85  -15.89  4.68
H  28.54  -7.46  -2.13
H  17.78  -11.36  -1.62
H  18.78  -19.07  6.74
H  21.74  -10.21  2.36
H  19.19  -13.36  2.55
H  16.39  -19.55  3.34
H  16.79  -6.23  -1.15
H  15.97  -13.28  -4.75
H  29.00  -6.92  0.04
H  24.49  -16.19  7.04
H  20.66  -14.13  2.73
H  21.47  -18.61  5.72
H  27.75  -13.43  -1.07
H  19.67  -7.45  -5.58
H  23.80  -16.35  -3.06
H  23.02  -13.25  4.61
H  14.39  -9.83  -5.73
H  20.46  -21.13  -6.78
H  15.11  -13.64  0.42
H  29.66  -19.94  -0.91
H  15.26  -9.99  -4.13
H  15.08  -11.11  4.93
H  22.24  -18.01  -2.18
H  19.11  -7.37  2.32
H  22.82  -21.40  -7.03
H  28.10  -20.43  -1.71
H  16.53  -15.60  7.00
H  13.25  -13.52  2.32
H  18.30  -15.20  7.38
H  31.89  -17.18  -5.89
H  17.59  -12.90  -1.04
H  23.82  -10.14  0.64
H  25.69  -9.43  -2.40
H  26.93  -16.79  -4.12
H  11.66  -8.54  -1.72
H  15.20  -15.28  0.76
H  26.52  -17.24  -2.45
H  16.87  -5.88  2.65
H  28.00  -8.85  -2.73
H  18.59  -16.74  -5.56
H  28.50  -17.94  -5.26
H  22.97  -21.43  -5.34
H  9.37  -13.92  5.49
H  20.19  -12.99  3.92
H  29.85  -18.97  -5.88
H  18.51  -8.83  2.94
H  26.68  -17.28  2.51
H  12.75  -14.07  -5.53
H  14.88  -5.78  2.11
H  16.87  -11.82  0.61
H  12.33  -4.68  -0.70
H  16.32  -9.77  2.51
H  10.49  -4.86  -0.88
H  19.30  -17.45  -7.80
H  12.41  -15.33  6.89
H  14.12  -14.83  7.13
H  19.90  -16.33  -4.53
H  20.25  -21.11  -5.11
H  18.38  -7.95  -7.46
H  18.90  -6.72  -4.12
H  25.96  -15.43  6.31
H  18.81  -8.37  -4.31
H  20.39  -17.53  6.63
H  24.28  -8.96  -1.49
H  15.32  -5.66  -2.05
H  12.27  -4.93  3.77
H  15.63  -16.78  -1.74
H  24.10  -12.87  5.83
H  12.18  -12.84  -4.47
H  28.64  -14.75  -2.83
H  16.84  -5.14  -2.36
H  15.12  -14.87  5.29
H  31.37  -15.55  -5.39
H  17.48  -16.27  8.42
H  31.24  -20.27  -3.86
H  27.32  -15.83  5.08
H  11.32  -16.63  5.09
H  32.36  -16.60  -4.30
H  27.22  -18.37  -3.49
H  28.85  -8.19  1.34
H  21.37  -16.72  5.65
H  14.07  -7.32  7.44
H  14.48  -16.19  -2.90
H  21.02  -17.55  -8.28
H  17.11  -18.92  7.16
H  10.56  -9.39  1.81
H  11.75  -16.13  3.37
H  14.01  -4.64  1.01
H  12.07  -10.24  2.37
H  13.78  -7.64  5.80
H  11.13  -12.19  -0.35
H  12.04  -7.14  -2.69
H  20.56  -10.42  3.43
H  28.21  -15.50  3.71
H  14.35  -6.28  0.57
H  19.74  -7.87  3.78
H  26.17  -12.72  -1.28
H  23.04  -13.89  -1.12
H  11.03  -14.42  -1.00
H  29.81  -10.53  -1.12
H  19.27  -18.00  -4.60
H  23.22  -12.30  -0.46
H  21.06  -18.77  -3.25
H  18.99  -12.72  -1.92
H  25.07  -9.25  1.49
H  13.05  -8.53  -4.14
H  15.65  -17.58  2.70
H  21.02  -15.04  0.77
H  19.64  -17.36  2.58
H  15.77  -16.14  3.64
H  14.59  -8.87  6.90
H  24.48  -17.44  -4.31
H  18.21  -6.27  -7.14
H  14.56  -9.81  3.05
H  23.07  -13.53  0.75
H  15.17  -13.24  5.99
H  10.46  -7.36  -2.28
H  15.04  -13.40  2.58
H  27.25  -12.83  -2.67
H  16.22  -9.57  -5.54
H  9.22  -15.38  4.37
H  13.74  -6.89  -3.89
H  22.74  -13.98  6.16
H  23.80  -20.20  -6.29
H  13.96  -16.80  -1.44
H  20.36  -16.03  -7.82
H  12.41  -12.14  8.53
H  16.24  -10.62  6.16
H  27.45  -7.30  0.71
H  17.99  -5.26  3.90
H  25.21  -10.77  1.65
H  29.57  -15.54  -1.46
H  25.06  -17.76  1.73
H  23.74  -18.80  4.13
H  20.89  -15.27  -0.86
H  21.15  -17.86  3.09
H  15.96  -14.68  -3.87
H  17.08  -5.59  6.62
H  12.74  -3.96  2.51
H  29.43  -17.46  -6.63
H  16.03  -19.14  4.95
H  16.36  -6.43  7.93
H  29.76  -12.30  -0.93
H  28.33  -18.71  -1.24
H  24.26  -10.53  -1.99
H  24.89  -18.50  5.20
H  10.58  -13.70  -2.56
H  16.28  -5.68  4.28
H  19.55  -14.49  -0.04
H  17.72  -8.24  -1.64
H  13.78  -11.81  7.47
H  22.82  -19.46  -3.03
H  23.64  -17.39  5.27
H  11.58  -5.05  -2.20


no.,DFT total energy (Eh),gap between HOMO and LUMO (eV),HOMO energy (eV)
1,-356.74536,9.677,-8.9174
2,-346.91663,9.772,-8.8695
3,-9022.99379,7.868,-7.7437